1.
Here is an isolated molecule of C29H32N4O4 from the Open Molecules 2025 dataset. Energies are from ωB97M-V/def2-TZVPD.

```
69
Properties=species:S:1:pos:R:3:forces:R:3:lowdin_charge:R:1
C -9.48066 -3.44483 0.52003 -0.192 0.009 -0.002 -0.093
O -8.07451 -3.47620 0.52460 0.275 -0.011 0.000 -0.087
C -7.39570 -2.30608 0.36963 0.190 0.100 -0.012 -0.281
C -6.00269 -2.40048 0.39378 -0.378 -0.047 0.003 0.006
C -5.21356 -1.28164 0.24967 0.065 0.049 -0.006 0.000
C -5.80518 -0.03122 0.07651 -0.191 -0.442 0.058 -0.221
N -5.05248 1.13558 -0.06635 -0.146 0.638 -0.093 0.143
C -3.72247 1.31540 -0.04423 -0.055 -0.130 -0.010 -0.373
O -2.84503 0.47836 0.08744 -0.098 -0.078 0.015 0.066
C -3.38452 2.80504 -0.20882 0.105 0.225 0.057 -0.406
O -4.25753 3.64372 -0.37165 -0.061 0.121 -0.031 0.060
N -2.07428 3.01437 -0.13291 0.233 -0.333 0.011 0.083
C -1.38615 4.26990 -0.26989 -0.025 0.234 -0.050 -0.145
C -0.07017 4.01960 -1.02062 -0.193 0.018 0.090 -0.168
N 0.55685 2.81707 -0.50524 0.154 0.106 -0.109 -0.204
C 1.41719 2.12739 -1.44414 -0.018 -0.339 -0.030 -0.155
C 1.75022 0.74130 -0.88090 0.046 0.161 -0.490 -0.116
N 2.39793 0.88220 0.39953 -0.339 0.194 0.121 -0.045
C 3.64446 0.49497 0.76099 0.017 0.041 -0.203 -0.417
O 4.07858 0.71713 1.87426 0.199 -0.071 0.177 0.083
C 4.46426 -0.23040 -0.31187 0.254 -0.053 0.231 -0.147
C 5.86602 -0.48212 0.19745 0.093 0.174 -0.089 -0.187
C 6.94964 0.16480 -0.37840 -0.147 -0.022 -0.009 -0.034
C 8.23300 -0.06153 0.08740 0.178 0.006 0.019 -0.087
C 8.44430 -0.93601 1.13842 0.128 0.061 -0.038 -0.094
C 7.36666 -1.58275 1.71920 -0.089 -0.083 0.051 -0.071
C 6.08529 -1.36007 1.25014 0.092 -0.005 -0.014 -0.022
C 3.83986 -1.54450 -0.72013 -0.132 -0.070 -0.112 -0.215
C 4.13371 -2.08166 -1.96812 -0.033 0.041 0.042 -0.031
C 3.60954 -3.30287 -2.35023 0.030 -0.016 -0.080 -0.078
C 2.78431 -4.00418 -1.48756 -0.048 -0.094 0.000 -0.089
C 2.49056 -3.47877 -0.24135 -0.041 -0.099 0.031 -0.069
C 3.01660 -2.25751 0.14213 0.046 0.082 -0.068 -0.035
C 1.58172 1.62404 1.33839 0.125 0.300 0.352 -0.108
C 1.24667 2.99751 0.75969 -0.037 -0.256 0.165 -0.150
C -7.19133 0.06591 0.04908 0.352 0.044 -0.003 -0.017
C -7.98446 -1.05792 0.19399 -0.162 -0.304 0.037 -0.022
H -9.87228 -2.82959 1.33670 0.011 -0.008 -0.038 0.095
H -9.79861 -4.47629 0.66361 -0.032 0.092 -0.014 0.092
H -9.87239 -3.07604 -0.43360 0.011 0.003 0.038 0.095
H -5.55926 -3.37380 0.52967 0.068 -0.116 0.017 0.120
H -4.13974 -1.36305 0.27163 0.049 -0.011 0.001 0.102
H -5.56742 2.00617 -0.19362 0.240 -0.157 0.026 0.142
H -1.47511 2.19856 -0.02950 -0.187 0.053 -0.048 0.124
H -2.02586 4.96686 -0.81563 0.097 0.005 0.083 0.126
H -1.18878 4.69417 0.72180 -0.043 0.048 -0.111 0.118
H -0.29608 3.85162 -2.07597 0.020 0.024 0.027 0.122
H 0.57690 4.90738 -0.94401 -0.031 -0.043 -0.043 0.127
H 0.88923 2.01008 -2.39273 0.019 0.021 0.010 0.125
H 2.35457 2.68295 -1.62910 -0.038 -0.033 -0.020 0.132
H 2.36934 0.18800 -1.58273 -0.046 0.020 0.045 0.115
H 0.81341 0.18913 -0.73688 0.067 -0.013 -0.091 0.139
H 4.53468 0.42839 -1.18572 -0.045 -0.090 0.052 0.147
H 6.79284 0.85523 -1.19653 -0.046 0.057 -0.067 0.110
H 9.06821 0.44914 -0.37002 0.062 0.030 -0.031 0.100
H 9.44521 -1.11116 1.50503 0.072 -0.015 0.025 0.099
H 7.52525 -2.26370 2.54262 0.007 -0.052 0.065 0.103
H 5.24929 -1.86583 1.70732 -0.071 -0.052 0.064 0.115
H 4.78187 -1.53901 -2.64239 0.076 0.066 -0.058 0.119
H 3.84649 -3.70810 -3.32310 0.014 -0.032 -0.076 0.103
H 2.37347 -4.95726 -1.78559 -0.039 -0.073 -0.021 0.101
H 1.84912 -4.02184 0.43691 -0.054 -0.044 0.056 0.105
H 2.78196 -1.85404 1.11645 -0.052 0.039 0.123 0.122
H 2.14242 1.72028 2.26901 -0.133 -0.028 -0.107 0.124
H 0.65426 1.06980 1.51995 0.010 0.044 0.027 0.134
H 0.59686 3.53021 1.45414 0.010 0.033 0.038 0.120
H 2.17648 3.57979 0.63337 -0.065 -0.001 0.024 0.135
H -7.65667 1.03187 -0.08556 -0.057 0.101 -0.012 0.115
H -9.05660 -0.94501 0.16888 -0.093 -0.020 0.002 0.102
```
Positions in Å, forces in eV/Å.

Values from the calculation:
- SMILES = COc1ccc(NC(=O)C(=O)NCCN2CCN(C(=O)C(c3ccccc3)c3ccccc3)CC2)cc1
- calculated total energy (eV) = -44744.294
- 2S+1 = 1
- Kohn-Sham gap (eV) = 8.66
- relative energy (zero: lowest compared OMol25 entry of this formula, charge and spin) (kJ/mol) = 139.12


2.
Here is a 5-piece molecular cluster, C45H95N5O5 overall from the Open Molecules 2025 dataset. Energies are from ωB97M-V/def2-TZVPD.

```
150
Properties=species:S:1:pos:R:3:forces:R:3:lowdin_charge:R:1
C -5.19252 -12.47730 -25.85222 0.287 0.854 0.371 -0.039
C -4.22513 -13.50320 -26.41685 -0.346 -1.023 0.560 -0.546
C -3.84350 -14.48035 -25.28357 -0.290 0.531 0.211 -0.017
C -4.98947 -14.26064 -27.48288 -1.082 -0.201 -0.924 -0.156
C -4.16793 -15.17357 -28.38905 0.230 0.427 0.651 -0.164
C -3.00570 -14.40228 -29.00826 -0.288 0.015 -0.162 -0.132
C -2.24310 -13.50024 -28.02266 0.813 -0.162 0.462 -0.499
C -1.21278 -14.37831 -27.28368 0.594 -0.704 -0.004 -0.034
C -1.49554 -12.45108 -28.85224 0.147 -0.675 -1.051 -0.034
N -3.12993 -12.83346 -27.07412 -0.550 1.006 -1.063 -0.093
O -2.39019 -12.00350 -26.19355 0.064 -0.532 0.208 -0.016
H -5.54755 -11.85090 -26.67293 -0.322 -0.080 0.079 0.086
H -6.00055 -12.94670 -25.29242 -0.202 -0.114 -0.371 0.089
H -4.73590 -11.79422 -25.12744 0.247 -0.185 -0.074 0.082
H -3.36447 -13.90285 -24.49053 0.339 -0.262 -0.039 0.086
H -4.76497 -14.87695 -24.85072 0.016 -0.071 -0.059 0.083
H -3.24104 -15.32090 -25.61198 0.193 0.075 0.052 0.064
H -5.84379 -14.80842 -27.06542 0.452 -0.236 0.498 0.125
H -5.56685 -13.56409 -28.11258 0.619 0.277 -0.123 0.119
H -3.73345 -15.99940 -27.81935 -0.354 -0.175 0.004 0.105
H -4.87202 -15.54690 -29.13135 0.362 -0.331 -0.199 0.112
H -3.36587 -13.83467 -29.87114 -0.009 0.197 0.138 0.111
H -2.25231 -15.09684 -29.38548 -0.098 -0.035 -0.203 0.121
H -1.61119 -15.36585 -27.03186 -0.232 0.213 0.228 0.069
H -0.80146 -13.92327 -26.38296 -0.255 0.144 0.027 0.085
H -0.34532 -14.63481 -27.90345 -0.144 0.323 -0.205 0.082
H -2.13117 -12.07350 -29.65890 -0.258 0.490 0.469 0.063
H -0.73905 -12.98062 -29.44581 0.183 0.005 0.335 0.088
H -1.00060 -11.65957 -28.30111 -0.152 0.028 0.171 0.077
H -2.79360 -11.14131 -26.32262 0.057 0.124 0.000 0.071
C -2.92066 -9.23463 -28.61588 -0.332 0.220 -0.373 -0.025
C -2.39495 -7.80166 -28.48091 -0.956 0.488 0.580 -0.497
C -3.41681 -6.99492 -27.64647 0.001 -0.100 0.132 -0.021
C -1.04340 -7.85843 -27.75765 -0.028 0.822 -0.243 -0.127
C -0.19734 -6.60480 -27.94662 0.145 0.332 -1.070 -0.164
C -0.06217 -6.34940 -29.45147 1.343 -1.773 0.012 -0.153
C -1.35663 -6.22296 -30.22375 0.057 1.819 -0.728 -0.522
C -1.89483 -4.79203 -30.04787 -1.197 0.088 1.128 -0.023
C -1.02602 -6.36229 -31.71483 0.561 -1.238 -0.099 -0.025
N -2.28002 -7.24745 -29.82401 0.771 -1.198 -0.206 -0.086
O -3.54117 -7.13097 -30.46346 0.420 -0.028 0.389 -0.011
H -2.79130 -9.80297 -27.69881 0.236 -0.049 0.007 0.064
H -3.99127 -9.24515 -28.83593 0.024 0.089 -0.050 0.080
H -2.40771 -9.69654 -29.46046 0.122 -0.279 0.246 0.074
H -4.42472 -7.18597 -28.01447 0.005 0.154 -0.106 0.070
H -3.40857 -7.29364 -26.59423 0.095 -0.034 -0.035 0.086
H -3.22625 -5.92436 -27.70158 0.012 0.003 0.080 0.064
H -1.27242 -7.94106 -26.69469 0.160 -0.601 -0.017 0.118
H -0.47809 -8.70482 -28.15321 0.019 -0.141 0.295 0.121
H -0.61000 -5.72002 -27.45655 -0.031 -0.130 0.212 0.112
H 0.82436 -6.77912 -27.60531 -0.138 0.089 0.461 0.112
H 0.47052 -7.23853 -29.84919 -0.527 -0.224 0.176 0.120
H 0.73723 -5.64814 -29.71205 -0.772 0.870 0.141 0.125
H -2.80237 -4.59511 -30.62513 0.425 -0.146 -0.495 0.060
H -1.13567 -4.03040 -30.20839 0.005 -0.029 -0.253 0.077
H -2.29683 -4.63851 -29.03439 0.479 -0.059 0.071 0.075
H -0.35785 -5.56308 -32.03756 -0.337 0.235 -0.134 0.078
H -1.90223 -6.49296 -32.34782 -0.151 0.608 0.062 0.070
H -0.45387 -7.28912 -31.88049 -0.050 0.064 0.198 0.084
H -3.58119 -7.98158 -30.91765 -0.382 0.016 -0.053 0.054
C -2.35041 -1.20547 -36.14617 0.450 -0.002 0.520 -0.015
C -2.29276 -2.41735 -35.18893 -0.353 0.279 0.054 -0.524
C -3.12342 -3.54832 -35.76335 -0.187 -0.761 -0.854 -0.038
C -0.85013 -2.89557 -35.01860 0.613 -0.734 0.225 -0.132
C -0.04687 -2.17660 -33.94197 -0.271 0.808 -0.090 -0.170
C -0.83994 -2.20175 -32.64186 0.450 0.166 -0.372 -0.142
C -2.16115 -1.46363 -32.75711 -0.460 0.411 -0.458 -0.515
C -2.95093 -1.73851 -31.49625 -0.245 -1.092 1.189 -0.040
C -2.03570 0.05915 -32.93316 0.331 -0.368 -0.126 -0.015
N -2.85891 -2.08350 -33.88794 -0.024 -0.890 0.887 -0.105
O -4.23054 -1.75694 -33.89054 0.049 -0.048 -0.425 -0.017
H -3.35822 -0.79005 -36.16606 -0.013 0.057 -0.287 0.074
H -1.67889 -0.44301 -35.75245 -0.037 0.156 -0.152 0.068
H -2.01919 -1.44268 -37.15607 -0.193 -0.122 -0.049 0.088
H -4.14164 -3.23078 -35.99180 0.022 0.005 0.054 0.081
H -2.68487 -3.92807 -36.69558 0.025 0.366 -0.056 0.089
H -3.17969 -4.44283 -35.13979 0.032 0.335 0.454 0.085
H -0.82782 -3.95554 -34.73199 -0.383 0.034 -0.043 0.118
H -0.36506 -2.87400 -35.99859 0.028 0.207 0.033 0.122
H 0.93690 -2.60988 -33.75868 -0.020 -0.208 -0.321 0.112
H 0.12669 -1.13684 -34.24882 0.095 -0.063 0.098 0.105
H -0.25428 -1.76591 -31.82979 -0.037 -0.059 0.075 0.127
H -1.05605 -3.25015 -32.41880 -0.047 0.067 0.243 0.102
H -3.78588 -1.08772 -31.24878 0.057 0.224 -0.354 0.080
H -2.30234 -1.79188 -30.61226 0.174 0.544 -0.157 0.090
H -3.34753 -2.75873 -31.49339 -0.058 0.257 -0.425 0.051
H -3.03611 0.47315 -33.05184 -0.010 0.110 0.128 0.082
H -1.46758 0.29740 -33.83062 0.108 0.159 0.077 0.057
H -1.54273 0.50288 -32.06703 -0.092 0.122 -0.007 0.090
H -4.37255 -1.11768 -34.60293 0.017 0.230 0.123 0.082
C -7.69102 -2.52691 -27.84250 0.478 0.320 0.016 -0.038
C -7.04360 -3.61358 -28.70119 -0.493 -1.082 -0.126 -0.511
C -5.67126 -4.01969 -28.14003 -0.065 0.254 -0.113 -0.026
C -7.98159 -4.85243 -28.59229 0.496 -0.352 0.440 -0.138
C -7.84816 -5.88405 -29.71584 0.340 1.210 0.373 -0.169
C -7.98359 -5.15505 -31.04628 -1.453 -0.594 0.300 -0.150
C -6.94565 -4.05286 -31.23489 0.340 -1.650 -0.835 -0.516
C -5.58069 -4.74969 -31.44702 0.166 1.450 0.431 -0.006
C -7.31070 -3.27166 -32.49415 0.209 0.883 -0.518 -0.025
N -7.02177 -3.18522 -30.09001 -0.875 0.992 0.134 -0.099
O -6.16493 -2.05806 -30.23622 0.352 -0.226 0.048 -0.009
H -8.10664 -2.95965 -26.93161 0.113 -0.039 0.055 0.082
H -6.95346 -1.77190 -27.56048 -0.125 0.072 -0.020 0.081
H -8.50206 -2.04861 -28.38960 -0.003 -0.016 -0.050 0.087
H -5.77577 -4.14488 -27.06067 0.226 0.081 0.031 0.090
H -5.32730 -4.96449 -28.55567 -0.041 -0.071 0.017 0.046
H -4.91665 -3.26647 -28.37555 -0.037 0.056 0.168 0.086
H -7.66381 -5.35538 -27.67038 -0.239 0.131 0.104 0.116
H -9.01853 -4.55276 -28.42675 -0.026 0.137 -0.329 0.115
H -6.84343 -6.30221 -29.61732 -0.155 -0.439 -0.178 0.097
H -8.60882 -6.64555 -29.55498 0.110 -0.212 -0.253 0.112
H -8.99827 -4.72593 -31.08237 0.180 0.229 0.138 0.126
H -8.02554 -5.89089 -31.85654 0.634 0.250 -0.201 0.115
H -5.27612 -5.22598 -30.52363 0.114 -0.531 -0.250 0.044
H -4.85320 -3.94917 -31.61939 -0.012 -0.221 -0.165 0.057
H -5.57633 -5.40907 -32.31082 -0.052 -0.215 0.079 0.094
H -7.84341 -3.87465 -33.23001 -0.064 -0.146 0.157 0.085
H -6.44477 -2.85598 -33.02208 0.145 -0.203 0.237 0.068
H -7.92668 -2.39593 -32.26239 -0.291 -0.269 0.087 0.086
H -6.67088 -1.46555 -30.80199 -0.017 0.099 0.102 0.094
C -2.49009 -10.49222 -32.93877 0.152 1.139 1.493 -0.030
C -3.86636 -10.03457 -33.39611 -0.009 -0.599 -2.501 -0.520
C -3.96096 -8.52214 -33.53101 -0.162 0.389 0.419 -0.020
C -3.95020 -10.58705 -34.86439 -0.494 0.360 0.020 -0.127
C -5.35349 -10.67156 -35.44762 -0.329 -0.591 -0.678 -0.185
C -6.30930 -11.31596 -34.46470 -0.938 0.151 0.105 -0.142
C -6.30315 -10.69954 -33.06929 -0.070 0.223 0.057 -0.530
C -7.02604 -9.34224 -33.05757 0.408 0.049 0.078 -0.021
C -7.04358 -11.62284 -32.10821 -0.042 0.372 -0.006 -0.033
N -4.90871 -10.65426 -32.61097 0.337 -0.385 0.686 -0.064
O -4.84354 -10.04912 -31.30685 -0.081 -0.038 -0.067 -0.042
H -1.74442 -10.08157 -33.61922 0.080 -0.511 -0.238 0.090
H -2.21506 -10.03750 -31.97171 -0.211 -0.027 -0.074 0.071
H -2.44426 -11.56496 -32.77035 0.073 -0.120 -0.475 0.088
H -4.77824 -8.18825 -34.16818 -0.045 -0.238 -0.081 0.074
H -4.15358 -8.08955 -32.55467 0.140 0.332 -0.131 0.058
H -3.05693 -8.10525 -33.97528 0.153 -0.023 0.249 0.091
H -3.38408 -9.87263 -35.46501 0.329 -0.314 -0.064 0.117
H -3.49887 -11.57791 -34.93450 0.130 0.045 0.128 0.118
H -5.73765 -9.75011 -35.89817 0.081 0.338 0.726 0.110
H -5.36399 -11.30982 -36.34212 0.370 -0.097 0.147 0.112
H -6.15824 -12.39591 -34.37434 0.404 0.076 -0.054 0.120
H -7.34510 -11.21842 -34.81627 0.114 -0.020 -0.100 0.126
H -6.67080 -8.69330 -33.85445 -0.179 0.021 -0.079 0.064
H -6.83656 -8.83439 -32.10986 -0.095 -0.002 -0.003 0.083
H -8.09755 -9.50187 -33.16622 -0.035 0.077 -0.058 0.085
H -8.10715 -11.61184 -32.34601 -0.019 -0.204 -0.043 0.086
H -6.93334 -11.20435 -31.10856 -0.079 -0.272 0.136 0.079
H -6.64788 -12.63525 -32.16744 -0.009 -0.044 0.151 0.085
H -4.61079 -10.78909 -30.73609 0.047 0.041 0.080 0.097
```
Positions in Å, forces in eV/Å.

Values from the calculation:
- SMILES = CC1(C)CCCC(C)(C)N1O.CC1(C)CCCC(C)(C)N1O.CC1(C)CCCC(C)(C)N1O.CC1(C)CCCC(C)(C)N1O.CC1(C)CCCC(C)(C)N1O
- calculated total energy (eV) = -65888.064
- 2S+1 = 1
- Kohn-Sham gap (eV) = 8.39
- relative energy (zero: lowest compared OMol25 entry of this formula, charge and spin) (kJ/mol) = 11.67


Q: 2S+1 of number 2 (C45H95N5O5)?
A: 1


Q: Which value of calculated total energy does entry 2 give?
A: -65888.064 eV


Q: The highest Kohn-Sham gap belongs to which entry?
A: C29H32N4O4


Q: Look up the calculated total energy of the first one.
A: -44744.294 eV